[1]
10
Properties=species:S:1:pos:R:3:forces:R:3:nbo_charge:R:1 method="wB97M-V/def2-TZVPD" total_charge=0 fmax_ha_per_bohr=0.0307 multiplicity=1 de_lowest_ev=0.000 e_tot_ev=-40227.08067 lumo_energy_ev=0.5
F -0.824 -0.085 1.777 0.417 0.072 -0.296 -0.6585
Si 1.734 0.374 -0.146 0.074 -0.022 -0.044 0.3639
Si -0.531 0.039 0.183 -1.452 -0.330 0.526 1.1827
S -1.420 -1.788 -0.577 0.090 0.674 -0.507 -0.4349
S -1.746 1.667 -0.533 0.861 0.097 -0.166 -0.4291
H 2.480 -0.682 0.543 0.039 -0.211 0.156 -0.1152
H 2.055 0.324 -1.571 -0.018 0.002 -0.298 -0.1160
H 2.118 1.672 0.402 0.044 0.299 0.125 -0.1176
H -0.959 -2.547 0.403 0.241 -0.215 0.409 0.1575
H -2.906 1.027 -0.482 -0.296 -0.366 0.097 0.1672

---

[2]
27
Properties=species:S:1:pos:R:3:forces:R:3:nbo_charge:R:1 method="wB97M-V/def2-TZVPD" total_charge=0 fmax_ha_per_bohr=0.1488 multiplicity=1 de_lowest_ev=4.377 e_tot_ev=-31503.74883 lumo_energy_ev=0.1
C -1.530 1.667 0.216 -1.956 -1.323 -0.410 -0.1657
C -0.406 0.706 0.717 2.565 -0.357 2.934 0.6717
C -2.637 0.871 -0.694 -1.895 0.487 0.594 -0.5336
C 1.806 -0.320 0.144 -1.194 1.599 -2.911 -0.1651
C 3.117 0.398 -0.067 2.490 -4.242 3.175 0.7750
C 1.570 -1.522 -0.744 0.374 -1.781 -1.127 -0.5217
C 0.169 -1.857 -0.388 -5.936 -4.524 1.675 0.7849
H -0.926 3.698 -0.230 0.015 -1.341 -0.030 0.3894
H -1.647 2.853 -1.475 1.660 -0.153 1.836 0.3734
H -2.160 1.838 1.173 1.244 0.657 -1.466 0.2432
H -2.377 0.545 -1.765 0.126 0.702 1.745 0.2407
H -3.704 1.489 -0.766 3.072 -1.270 0.265 0.2488
H -2.021 -0.624 1.203 -1.362 -0.147 -0.771 0.2153
H 0.276 0.743 -1.189 2.048 -0.457 3.645 0.4432
H 1.706 -0.480 1.173 0.236 -0.916 1.596 0.2806
H 1.609 -1.376 -1.883 -0.209 0.650 1.717 0.2481
H 2.216 -2.414 -0.663 -0.066 0.663 0.877 0.2778
H -1.662 -1.232 -0.661 1.791 -0.833 -1.176 0.4590
H 2.132 1.993 0.020 -2.529 0.342 -0.257 0.5126
N -0.956 2.739 -0.645 -2.358 0.868 -0.911 -0.8471
N 0.674 0.605 -0.105 -1.665 1.596 -4.227 -0.6765
O -0.280 0.189 1.873 -1.789 1.583 -2.681 -0.6268
O 4.115 -0.399 0.108 -3.155 4.612 -1.643 -0.5728
O -0.431 -2.661 0.440 4.311 2.847 -2.284 -0.6142
O -0.719 -1.222 -1.166 -0.526 0.399 -0.316 -0.7779
O 3.012 1.709 0.092 4.256 -0.668 -0.479 -0.6370
S -3.099 -0.690 0.277 0.452 1.004 0.629 -0.0251

---

[3]
71
Properties=species:S:1:pos:R:3:forces:R:3:mulliken_charge:R:1 method="wB97M-V/def2-TZVPD" total_charge=-1 fmax_ha_per_bohr=0.0109 multiplicity=1 de_lowest_ev=0.000 e_tot_ev=-61981.28528 lumo_energy_ev=2.4
K 0.012 0.269 0.675 0.000 -0.363 -0.276 0.6621
C -1.109 -3.016 0.443 -0.012 -0.034 0.050 -0.1009
N -1.687 -4.328 0.119 -0.012 0.008 0.016 0.0756
C -0.809 -4.981 -0.853 -0.001 -0.027 0.005 -0.7229
N -0.649 -4.194 -2.080 0.040 0.006 -0.013 0.0934
C -0.098 -2.885 -1.702 0.046 -0.036 -0.002 -0.8643
N -0.960 -2.177 -0.753 -0.021 0.024 0.028 0.4113
C -2.278 -2.012 -1.369 -0.036 0.012 0.000 -0.7010
N -2.885 -3.298 -1.737 -0.033 0.025 -0.001 0.0650
C -2.984 -4.109 -0.520 -0.021 -0.019 0.013 -0.6775
C -1.975 -3.980 -2.658 -0.001 -0.014 -0.018 -0.6489
H -0.134 -3.141 0.916 -0.009 0.019 0.010 -0.2258
H -1.757 -2.508 1.159 -0.003 -0.006 0.009 0.2112
H -1.229 -5.957 -1.112 0.001 0.009 0.005 0.3308
H 0.172 -5.129 -0.397 -0.001 0.006 -0.008 0.3394
H 0.028 -2.273 -2.596 -0.001 -0.006 0.001 0.2998
H 0.882 -3.030 -1.250 -0.001 0.015 0.004 0.2674
H -2.178 -1.391 -2.262 0.002 -0.004 -0.005 0.2889
H -2.941 -1.500 -0.670 0.016 -0.005 -0.017 0.1550
H -3.423 -5.077 -0.777 0.002 0.004 0.001 0.3498
H -3.645 -3.602 0.187 0.002 0.000 -0.004 0.3353
H -1.873 -3.376 -3.563 0.008 -0.004 0.005 0.3408
H -2.405 -4.949 -2.930 0.000 0.011 0.006 0.3383
C 3.125 -0.502 2.734 0.077 -0.061 0.187 -0.8195
C 1.991 -1.505 3.028 0.413 -0.105 0.352 0.4117
C 2.345 -2.875 2.409 0.029 0.098 0.031 -1.2503
O 0.813 -1.032 2.596 -0.475 0.071 -0.293 -0.8736
H 4.122 -0.861 3.021 -0.011 -0.001 -0.024 0.4498
H 2.924 0.435 3.258 -0.005 0.009 0.007 0.2925
H 3.107 -0.291 1.665 0.072 0.042 -0.241 -0.3035
H 2.018 -1.653 4.140 -0.009 -0.089 -0.047 0.0676
H 2.440 -2.768 1.321 -0.013 0.006 -0.016 0.1048
H 1.536 -3.579 2.613 -0.015 -0.019 0.006 0.2759
H 3.279 -3.294 2.802 0.009 0.011 0.003 0.4944
C -3.710 4.132 0.246 0.049 -0.139 0.111 -1.2000
Si -2.650 2.540 0.302 0.054 0.039 -0.226 0.3526
C -3.911 1.143 -0.026 0.117 0.073 0.009 -1.0611
C -2.182 2.363 2.139 -0.063 0.160 0.099 -1.0278
C -1.237 2.485 -0.825 0.056 0.257 0.384 -0.1994
Si 0.239 3.501 -0.582 -0.163 0.016 -0.151 0.1742
C 0.072 5.399 -0.805 0.095 -0.214 0.035 -1.1992
C 1.645 3.027 -1.782 -0.129 0.012 0.054 -0.7175
C 1.004 3.356 1.164 -0.021 0.000 0.178 -1.0144
H -4.602 4.077 0.878 -0.012 -0.014 0.015 0.3242
H -4.033 4.317 -0.781 -0.011 0.002 -0.028 0.2910
H -3.124 4.998 0.565 0.032 0.005 -0.019 0.2770
H -4.913 1.395 0.333 -0.003 0.029 0.031 0.3598
H -3.605 0.226 0.486 0.010 -0.012 -0.012 0.2445
H -3.981 0.920 -1.094 -0.001 -0.003 -0.017 0.3284
H -3.092 2.153 2.711 -0.020 0.052 0.014 0.3184
H -1.783 3.312 2.508 -0.006 0.006 0.025 0.2984
H -1.460 1.596 2.432 -0.052 -0.021 -0.121 0.3030
H -1.564 2.473 -1.871 0.046 -0.066 -0.043 0.1989
H -0.263 5.638 -1.817 -0.022 -0.013 -0.019 0.2881
H 1.017 5.925 -0.630 0.018 -0.002 0.005 0.3039
H -0.670 5.800 -0.110 -0.021 -0.011 0.005 0.2632
H 1.323 3.145 -2.820 -0.037 0.001 -0.018 0.3666
H 1.932 1.980 -1.653 -0.030 0.004 -0.012 -0.0704
H 2.534 3.649 -1.635 -0.015 0.020 0.018 0.2528
H 0.528 4.073 1.839 0.002 0.043 -0.030 0.3670
H 2.068 3.611 1.133 -0.007 0.071 -0.045 0.3651
H 0.937 2.395 1.683 0.025 0.073 -0.109 0.2416
C 4.714 1.522 -0.823 0.022 -0.003 -0.001 -0.8999
C 4.702 -0.007 -0.760 0.049 0.045 0.220 -0.3121
C 3.391 -0.548 -1.104 -0.121 -0.058 -0.427 0.1384
N 2.376 -0.942 -1.470 0.059 0.090 0.216 -0.2599
H 5.722 1.891 -0.638 0.013 -0.017 0.028 0.4108
H 4.048 1.938 -0.067 0.000 0.007 -0.027 0.0994
H 4.381 1.880 -1.796 0.022 -0.016 0.029 0.3182
H 4.934 -0.350 0.247 0.092 -0.016 0.080 0.2341
H 5.439 -0.445 -1.436 -0.061 0.015 -0.025 0.3699